[1]
Entry from OMol25: C50H136Cl5FeN18O24P6 as an isolated structure (the ωB97M-V functional and the def2-TZVPD basis).

```
240
C50H136Cl5FeN18O24P6 | OMol25 | the ωB97M-V functional and the def2-TZVPD basis
Fe -3.944 -1.615 -0.134
Cl -5.843 -2.351 2.526
O -6.125 -3.738 3.009
O -7.014 -1.514 2.441
O -4.854 -1.728 3.301
O -5.253 -2.577 1.132
Cl -3.568 -4.175 -2.107
O -4.484 -5.273 -2.289
O -3.753 -3.207 -3.151
O -3.891 -3.544 -0.826
O -2.174 -4.607 -2.176
Cl -1.767 -0.452 -2.353
O -0.389 -0.164 -2.003
O -1.842 -1.055 -3.690
O -2.341 -1.428 -1.445
O -2.647 0.702 -2.388
O 4.673 -4.918 -3.237
C 4.083 -5.400 -4.213
O 2.741 -5.325 -4.460
C 2.091 -4.281 -3.691
C 0.650 -4.140 -4.095
C 4.743 -6.133 -5.394
H 2.672 -3.364 -3.885
H 2.039 -4.728 -2.698
H 0.096 -3.284 -3.669
H 0.206 -5.088 -3.831
H 0.483 -4.218 -5.165
H 4.094 -6.122 -6.296
H 4.907 -7.208 -5.045
H 5.715 -5.658 -5.649
O -1.793 3.242 -6.408
C -1.356 2.607 -7.346
O -0.818 1.383 -7.415
C -0.821 0.472 -6.226
C 0.205 -0.521 -6.609
C -1.155 3.269 -8.690
H -1.800 0.070 -6.114
H -0.706 1.096 -5.303
H -0.227 -1.112 -7.396
H 0.474 -1.193 -5.790
H 1.108 -0.011 -6.904
H -0.182 3.747 -8.683
H -1.903 4.064 -8.720
H -1.133 2.658 -9.552
O 3.421 1.595 -5.045
C 3.480 0.791 -4.147
O 4.606 0.601 -3.458
C 5.736 1.302 -4.009
C 6.996 0.762 -3.313
C 2.528 -0.205 -3.560
H 5.713 2.424 -3.843
H 5.825 1.058 -5.054
H 6.964 0.868 -2.232
H 7.805 1.380 -3.667
H 7.192 -0.256 -3.605
H 1.590 -0.155 -3.988
H 2.395 0.120 -2.477
H 2.973 -1.181 -3.576
Cl -3.547 5.212 -3.326
C -1.870 4.792 -3.824
C -1.415 3.425 -3.300
Cl 0.295 3.225 -3.621
H -1.161 5.610 -3.550
H -1.824 4.740 -4.948
H -1.935 2.615 -3.829
H -1.509 3.335 -2.210
O -2.384 -1.895 1.173
P -1.169 -2.593 1.746
N -0.854 -1.926 3.204
C -1.632 -0.859 3.750
C -0.112 -2.720 4.205
N 0.286 -2.565 0.959
C 1.408 -1.637 1.331
C 0.336 -3.021 -0.446
N -1.414 -4.175 2.007
C -2.594 -4.443 2.827
C -0.578 -5.256 1.635
H -1.060 -0.009 4.088
H -2.208 -1.186 4.639
H -2.368 -0.493 3.061
H -0.741 -3.178 4.993
H 0.531 -1.998 4.724
H 0.351 -3.576 3.707
H 1.461 -1.490 2.373
H 2.326 -2.093 1.043
H 1.314 -0.632 0.777
H -0.673 -3.339 -0.789
H 0.510 -2.157 -1.111
H 1.025 -3.906 -0.594
H -2.286 -5.013 3.726
H -3.018 -3.506 3.117
H -3.420 -5.031 2.304
H 0.447 -4.939 1.698
H -0.802 -5.683 0.683
H -0.838 -6.036 2.355
O 6.425 -0.703 -0.124
P 6.175 -1.828 0.831
N 5.634 -1.133 2.241
C 4.442 -1.496 3.023
C 6.206 0.135 2.764
N 7.432 -2.864 1.240
C 8.013 -3.677 0.147
C 7.994 -3.077 2.593
N 5.054 -2.827 0.184
C 4.193 -2.228 -0.863
C 4.683 -4.071 0.837
H 4.700 -2.086 3.958
H 3.663 -2.063 2.510
H 3.932 -0.561 3.298
H 6.551 0.050 3.752
H 5.493 1.029 2.749
H 6.959 0.572 2.100
H 7.389 -4.527 -0.055
H 8.057 -2.984 -0.720
H 9.041 -3.994 0.363
H 8.133 -4.189 2.798
H 8.870 -2.522 2.804
H 7.331 -2.719 3.362
H 4.775 -1.492 -1.425
H 3.971 -2.977 -1.627
H 3.304 -1.753 -0.501
H 4.689 -4.836 0.051
H 3.749 -3.920 1.358
H 5.432 -4.364 1.583
O 0.187 -0.279 6.189
P 0.480 1.147 6.172
N 1.435 1.837 4.961
C 2.910 1.494 5.035
C 1.028 1.494 3.588
N 1.277 1.470 7.621
C 2.052 0.448 8.342
C 1.616 2.766 8.171
N -0.912 2.010 6.164
C -1.855 1.548 7.233
C -1.078 3.453 5.877
H 3.429 2.207 4.330
H 2.997 0.408 4.699
H 3.221 1.631 6.071
H 1.053 0.386 3.406
H 1.726 1.941 2.930
H 0.027 1.931 3.387
H 1.864 -0.550 7.980
H 3.151 0.512 8.248
H 1.856 0.367 9.371
H 1.134 3.514 7.523
H 1.201 2.777 9.200
H 2.713 2.949 8.259
H -1.432 1.658 8.207
H -2.762 2.107 7.187
H -2.046 0.490 7.095
H -0.151 3.922 5.459
H -1.346 4.009 6.740
H -1.839 3.520 5.137
O 3.843 3.302 2.743
P 3.836 3.817 1.341
N 4.227 2.722 0.112
C 5.661 2.454 -0.165
C 3.348 1.568 -0.066
N 5.019 4.960 1.247
C 6.130 5.035 2.156
C 5.199 5.871 0.112
N 2.356 4.455 0.928
C 1.885 4.776 -0.499
C 1.775 5.316 1.907
H 5.749 1.467 -0.560
H 6.296 2.538 0.772
H 6.147 3.103 -0.946
H 3.562 0.785 0.684
H 3.650 1.029 -0.994
H 2.309 1.857 -0.132
H 6.013 4.270 2.973
H 6.950 4.875 1.470
H 6.112 6.041 2.587
H 6.109 5.656 -0.452
H 4.378 5.756 -0.609
H 5.223 6.907 0.528
H 2.134 5.808 -0.864
H 2.457 4.100 -1.145
H 0.769 4.621 -0.538
H 2.352 6.219 1.967
H 1.896 4.839 2.886
H 0.680 5.417 1.788
O -5.461 -1.219 -1.291
P -6.417 -1.364 -2.497
N -5.821 -0.865 -3.937
C -5.719 0.636 -4.259
C -5.035 -1.686 -4.865
N -7.622 -0.293 -2.096
C -8.143 -0.208 -0.729
C -8.711 -0.182 -3.041
N -6.831 -2.933 -2.662
C -7.175 -3.705 -1.461
C -7.466 -3.511 -3.868
H -5.948 0.735 -5.272
H -4.660 0.952 -4.096
H -6.420 1.193 -3.696
H -5.266 -1.220 -5.820
H -5.395 -2.688 -4.850
H -3.987 -1.487 -4.564
H -9.062 -0.857 -0.679
H -7.399 -0.742 -0.105
H -8.444 0.840 -0.482
H -8.293 -0.075 -4.081
H -9.403 -1.060 -3.037
H -9.341 0.705 -2.844
H -8.250 -3.655 -1.182
H -6.955 -4.735 -1.738
H -6.471 -3.446 -0.676
H -6.852 -4.322 -4.171
H -7.653 -2.711 -4.660
H -8.466 -3.920 -3.616
O -3.876 0.317 0.298
P -3.861 1.723 0.890
N -4.407 1.915 2.412
C -3.620 2.312 3.589
C -5.785 1.519 2.730
N -4.843 2.692 0.022
C -5.500 3.824 0.534
C -5.119 2.157 -1.301
N -2.350 2.242 0.712
C -1.260 1.239 0.736
C -2.067 3.680 0.845
H -3.635 1.560 4.365
H -4.089 3.218 3.981
H -2.574 2.452 3.258
H -6.151 2.111 3.504
H -5.913 0.403 3.026
H -6.444 1.676 1.847
H -6.566 3.683 0.365
H -5.261 3.936 1.586
H -5.204 4.718 0.021
H -4.255 2.093 -1.966
H -5.508 1.169 -1.215
H -5.836 2.827 -1.757
H -0.578 1.297 -0.082
H -0.686 1.433 1.649
H -1.649 0.243 0.638
H -1.138 3.643 1.514
H -2.914 4.194 1.230
H -1.832 4.038 -0.164
```

The calculation puts the total energy at -282737.76613 eV. The spin multiplicity is 6.

[2]
Entry from OMol25: a 14-piece molecular cluster, C50H140N12O14 overall (the ωB97M-V functional and the def2-TZVPD basis).

```
216
C50H140N12O14 | OMol25 | the ωB97M-V functional and the def2-TZVPD basis
C -1.600 -7.064 3.048
O -0.276 -6.584 3.321
H -1.670 -7.787 2.231
H -1.942 -7.595 3.973
H -2.274 -6.213 2.913
H 0.179 -6.376 2.479
C -6.716 -3.414 -1.302
O -5.402 -2.945 -1.075
H -6.900 -4.445 -0.911
H -7.381 -2.689 -0.810
H -6.873 -3.516 -2.361
H -4.799 -3.251 -1.824
C 4.433 -1.541 3.319
C 4.759 -0.075 2.982
C 4.944 0.241 1.550
O 5.972 -0.606 1.016
C 5.925 -0.685 -0.392
N 3.549 0.714 3.361
H 4.152 -1.593 4.380
H 5.231 -2.229 3.092
H 3.560 -1.851 2.821
H 5.655 0.212 3.564
H 5.079 1.313 1.375
H 3.925 0.014 1.095
H 6.730 -1.346 -0.744
H 6.072 0.219 -0.907
H 5.007 -1.076 -0.801
H 3.242 0.407 4.265
H 3.723 1.675 3.469
C -6.410 0.543 0.221
C -5.357 0.914 -0.789
C -3.974 0.880 -0.105
O -3.942 1.877 0.908
C -2.650 1.838 1.553
N -5.254 0.118 -2.004
H -6.234 -0.434 0.655
H -7.422 0.477 -0.198
H -6.560 1.264 1.027
H -5.501 1.897 -1.162
H -3.180 1.150 -0.846
H -3.688 -0.116 0.331
H -1.869 2.108 0.888
H -2.432 0.811 1.822
H -2.737 2.451 2.465
H -6.161 0.018 -2.474
H -5.042 -0.832 -1.695
C 1.395 -3.637 4.850
C 0.179 -2.749 4.578
C 0.629 -1.262 4.340
O 1.375 -0.765 5.460
C 0.485 -0.485 6.518
N -0.384 -3.296 3.376
H 1.921 -3.539 5.791
H 2.148 -3.434 4.114
H 1.068 -4.671 4.669
H -0.555 -2.733 5.443
H -0.206 -0.609 4.096
H 1.364 -1.324 3.530
H -0.355 0.067 6.122
H 1.013 0.131 7.213
H 0.178 -1.451 6.947
H -1.357 -2.989 3.206
H -0.493 -4.310 3.377
C 1.032 1.581 -6.311
C 1.441 1.769 -4.843
C 2.958 2.110 -4.750
O 3.332 2.061 -3.386
C 4.689 2.306 -3.218
N 0.698 2.821 -4.199
H -0.022 1.261 -6.365
H 1.781 0.895 -6.785
H 1.034 2.515 -6.859
H 1.388 0.740 -4.291
H 3.218 3.095 -5.136
H 3.581 1.426 -5.319
H 5.066 3.226 -3.796
H 5.274 1.492 -3.579
H 4.868 2.482 -2.150
H -0.283 2.738 -4.288
H 0.903 2.994 -3.201
C -5.223 -2.256 -4.679
C -3.856 -2.869 -4.411
C -2.746 -1.845 -4.070
O -1.497 -2.534 -3.936
C -0.479 -1.572 -3.908
N -3.923 -3.665 -3.159
H -5.954 -3.071 -4.658
H -5.285 -1.798 -5.644
H -5.518 -1.521 -3.902
H -3.491 -3.497 -5.220
H -2.952 -1.366 -3.106
H -2.655 -1.062 -4.860
H -0.352 -1.068 -4.879
H 0.452 -2.050 -3.640
H -0.717 -0.821 -3.152
H -4.398 -4.546 -3.391
H -2.982 -3.950 -2.953
C -0.429 4.879 3.505
C 0.718 3.968 3.983
C 1.303 4.390 5.299
O 1.773 5.714 5.217
C 2.051 6.295 6.473
N 0.286 2.553 4.093
H -1.329 4.767 4.164
H -0.721 4.712 2.489
H -0.049 5.882 3.644
H 1.521 4.121 3.244
H 2.147 3.675 5.483
H 0.582 4.231 6.128
H 2.324 7.369 6.264
H 2.856 5.782 7.023
H 1.149 6.238 7.144
H 0.051 2.229 3.161
H 1.100 1.951 4.318
C 5.136 -4.791 -5.764
C 3.907 -4.823 -4.911
C 3.480 -3.413 -4.606
O 4.614 -2.753 -4.108
C 4.279 -1.421 -3.811
N 2.882 -5.647 -5.415
H 5.566 -5.789 -5.896
H 5.839 -4.100 -5.265
H 4.905 -4.331 -6.756
H 4.177 -5.200 -3.936
H 2.687 -3.421 -3.842
H 3.181 -2.863 -5.494
H 3.760 -1.482 -2.832
H 3.714 -0.946 -4.644
H 5.168 -0.860 -3.633
H 2.094 -5.589 -4.776
H 2.599 -5.621 -6.376
C -5.857 -2.612 2.583
C -4.743 -1.576 2.690
C -5.208 -0.302 3.325
O -4.085 0.601 3.505
C -4.460 1.767 4.220
N -3.606 -2.181 3.399
H -5.516 -3.520 2.100
H -6.755 -2.235 2.132
H -6.200 -2.943 3.548
H -4.444 -1.342 1.622
H -5.527 -0.584 4.349
H -6.040 0.187 2.826
H -5.063 1.530 5.060
H -5.069 2.356 3.555
H -3.598 2.303 4.596
H -2.969 -1.411 3.630
H -3.964 -2.625 4.273
C 2.039 -3.194 0.402
C 1.296 -4.560 0.500
C 1.545 -5.485 -0.731
O 1.312 -4.827 -1.931
C -0.042 -4.643 -2.178
N 1.676 -5.352 1.642
H 1.764 -2.619 1.246
H 1.920 -2.716 -0.538
H 3.137 -3.384 0.363
H 0.237 -4.372 0.599
H 0.964 -6.417 -0.662
H 2.612 -5.741 -0.656
H -0.271 -3.633 -1.804
H -0.679 -5.338 -1.609
H -0.245 -4.770 -3.244
H 1.793 -4.838 2.524
H 2.514 -5.907 1.537
C 1.542 0.061 -0.746
C 0.334 0.274 0.199
C -0.444 -0.898 0.688
O -0.982 -1.636 -0.438
C -1.897 -2.604 0.003
N 0.800 0.997 1.406
H 1.280 -0.475 -1.660
H 2.267 -0.639 -0.299
H 2.050 1.007 -0.889
H -0.413 0.921 -0.249
H -1.165 -0.431 1.370
H 0.095 -1.603 1.346
H -1.511 -3.324 0.693
H -2.202 -3.145 -0.912
H -2.797 -2.184 0.503
H 1.402 0.417 1.973
H 1.346 1.816 1.185
C -3.190 3.437 -3.041
C -2.557 4.164 -1.881
C -1.670 5.329 -2.404
O -0.939 5.625 -1.259
C -0.325 6.899 -1.275
N -3.537 4.742 -0.964
H -2.484 3.001 -3.783
H -3.825 4.061 -3.709
H -3.860 2.660 -2.658
H -1.854 3.422 -1.401
H -2.387 6.200 -2.636
H -0.954 5.106 -3.299
H -0.980 7.691 -1.522
H 0.497 6.895 -1.961
H 0.106 7.064 -0.279
H -4.201 3.975 -0.720
H -3.127 5.193 -0.135
C 3.732 4.115 1.078
C 2.679 4.935 0.301
C 3.432 5.757 -0.804
O 4.356 6.568 -0.134
C 4.571 7.850 -0.719
N 1.702 4.044 -0.289
H 4.243 3.509 0.320
H 3.269 3.431 1.874
H 4.486 4.632 1.641
H 2.174 5.700 0.885
H 2.733 6.376 -1.380
H 3.939 5.085 -1.447
H 5.317 7.853 -1.527
H 4.828 8.503 0.085
H 3.655 8.270 -1.119
H 2.133 3.593 -1.118
H 0.864 4.595 -0.640
```

The calculation puts the total energy at -100659.27299 eV. Its energy above the lowest of the compared OMol25 structures with the same formula, charge and spin is 0.00 kJ/mol.